{
  "formula": "C36H48N3O15",
  "method": "ωB97M-V/def2-TZVPD",
  "symbols": ["C", "C", "O", "N", "H", "H", "C", "H", "H", "H", "H", "H", "H", "C", "C", "O", "N", "H", "H", "C", "H", "H", "H", "H", "H", "H", "N", "O", "O", "O", "C", "C", "C", "O", "H", "H", "H", "H", "H", "H", "H", "H", "C", "C", "C", "O", "H", "H", "H", "H", "H", "H", "H", "H", "C", "C", "C", "O", "C", "C", "C", "O", "H", "H", "H", "H", "C", "C", "C", "O", "C", "C", "C", "O", "H", "H", "H", "H", "C", "C", "C", "O", "C", "C", "C", "O", "H", "H", "H", "H", "C", "C", "C", "O", "C", "C", "C", "O", "H", "H", "H", "H"],
  "coordinates": [[10.157, -43.779, 67.858], [11.501, -44.233, 68.169], [12.266, -44.719, 67.335], [11.869, -43.859, 69.600], [12.833, -43.664, 69.352], [11.181, -43.416, 69.930], [12.091, -45.188, 70.336], [9.378, -44.100, 68.595], [9.689, -44.531, 67.205], [10.038, -42.993, 67.513], [12.752, -44.951, 71.214], [12.382, -46.090, 69.775], [11.181, -45.507, 70.720], [10.374, -38.938, 70.355], [10.786, -38.740, 71.831], [10.631, -37.631, 72.487], [11.531, -39.869, 72.554], [10.633, -40.202, 72.923], [11.906, -40.659, 72.002], [12.471, -39.561, 73.621], [10.877, -39.790, 69.818], [10.472, -38.094, 69.855], [9.353, -39.244, 70.538], [13.327, -39.327, 73.035], [12.662, -40.496, 74.165], [12.093, -38.727, 74.317], [8.849, -41.960, 71.613], [8.933, -41.016, 72.388], [9.851, -42.633, 71.209], [7.769, -42.199, 70.986], [7.140, -40.486, 67.839], [6.716, -41.107, 66.369], [7.702, -40.639, 65.388], [6.681, -42.486, 66.332], [6.567, -41.073, 68.687], [7.098, -39.397, 67.875], [8.186, -40.632, 67.972], [5.773, -40.632, 66.155], [7.867, -41.002, 64.649], [8.641, -40.809, 65.817], [7.657, -39.446, 65.340], [6.075, -42.730, 65.617], [6.761, -45.620, 69.081], [7.756, -46.027, 70.237], [8.388, -47.454, 69.983], [8.631, -45.076, 70.552], [6.446, -44.536, 69.217], [6.001, -46.347, 68.831], [7.230, -45.349, 67.963], [6.913, -46.200, 71.054], [8.877, -47.740, 70.697], [9.044, -47.422, 69.258], [7.774, -48.217, 69.880], [8.261, -44.340, 70.743], [4.818, -43.928, 75.178], [4.507, -42.579, 75.866], [4.759, -41.316, 75.061], [4.523, -40.197, 75.537], [5.477, -41.478, 73.790], [5.684, -42.778, 73.084], [5.316, -43.951, 73.822], [5.469, -45.028, 73.128], [4.825, -44.890, 75.641], [4.115, -42.513, 76.861], [5.751, -40.580, 73.338], [6.144, -42.762, 72.112], [4.682, -40.396, 71.365], [5.681, -39.177, 71.370], [5.112, -37.799, 71.625], [5.732, -36.781, 71.350], [3.694, -37.772, 72.146], [2.775, -38.871, 72.103], [3.224, -40.214, 71.683], [2.473, -41.255, 71.714], [5.161, -41.344, 71.000], [6.756, -39.196, 71.271], [3.319, -36.833, 72.485], [1.849, -38.735, 72.524], [9.126, -43.760, 74.559], [10.710, -43.776, 74.298], [11.519, -44.393, 75.511], [12.748, -44.336, 75.626], [10.854, -45.030, 76.643], [9.420, -44.964, 76.768], [8.464, -44.394, 75.693], [7.325, -44.467, 75.822], [8.475, -43.346, 73.706], [11.139, -43.356, 73.362], [11.660, -45.293, 77.433], [9.053, -45.407, 77.766], [6.815, -39.523, 74.028], [5.565, -38.905, 74.703], [5.780, -38.444, 76.149], [4.821, -37.854, 76.681], [7.088, -38.564, 76.771], [8.116, -39.307, 76.232], [8.082, -39.827, 74.730], [9.099, -40.309, 74.035], [6.951, -39.948, 73.016], [4.672, -38.850, 74.091], [7.303, -38.224, 77.777], [8.964, -39.698, 76.569]],
  "forces_ev_per_a": [[-1.36, -15.42, 5.57], [0.60, -0.56, -3.88], [-1.35, 1.35, 3.97], [8.51, -9.30, -5.79], [0.20, 2.03, 1.07], [-6.54, 5.79, 4.17], [1.03, 0.19, 1.70], [0.97, 1.33, 0.79], [0.88, 0.33, -1.07], [-1.75, 13.65, -5.58], [-0.45, -0.48, -1.08], [0.68, 1.16, -0.56], [-2.05, -0.02, 0.89], [0.30, -5.10, 3.75], [1.12, 6.75, 1.62], [0.85, -6.86, -3.54], [-2.22, -0.06, -0.66], [-0.69, -1.27, 1.08], [-0.61, 0.79, -0.29], [-0.29, 0.85, 1.35], [-0.32, 0.81, 0.82], [0.22, 4.02, -2.13], [-0.69, 0.04, -0.68], [1.23, 0.78, 0.42], [-0.20, 0.42, 0.02], [0.63, -1.36, -1.36], [-1.05, -0.11, -4.30], [0.07, -2.68, -5.26], [1.01, 0.20, 1.18], [0.33, -0.23, 1.20], [-1.74, -2.46, -0.46], [0.29, 2.33, 1.92], [-1.88, 11.47, 14.81], [-0.61, -1.44, 0.47], [1.04, 1.58, -1.61], [-0.95, -0.08, -0.05], [1.02, -0.77, 0.20], [-0.85, -0.25, -0.05], [1.63, -7.73, -16.41], [1.87, -0.05, 1.29], [0.03, -2.49, -0.34], [0.24, -0.13, 0.32], [2.51, 2.72, -2.93], [-5.66, -4.04, -0.72], [-4.77, 7.31, -2.76], [6.50, -6.67, -1.60], [-0.55, -1.51, 0.55], [-0.42, 0.09, 0.52], [-0.31, -1.26, 2.54], [1.94, 0.37, -0.77], [5.56, -2.52, 8.60], [3.12, 0.27, -4.43], [-3.73, -3.01, -1.16], [-4.09, 8.23, 2.07], [-1.34, 6.18, 3.22], [1.23, -4.78, -4.31], [0.62, -2.82, 0.99], [-0.79, -2.13, 0.16], [-0.79, -6.21, -2.55], [-1.01, 6.45, 4.23], [1.10, -3.64, -4.12], [-0.82, 2.58, 3.04], [-0.47, -0.19, 0.61], [-0.08, -0.08, 0.28], [-1.18, -0.78, -0.99], [-0.06, -0.42, -0.02], [5.06, 5.07, -1.27], [-5.49, -3.64, 0.11], [-0.11, -0.67, -0.43], [-0.61, -1.01, 0.51], [-2.37, -3.29, -0.80], [5.34, 2.77, -0.51], [-1.23, -3.68, 0.18], [2.50, 3.92, -0.16], [-1.12, 1.01, 0.60], [-0.08, -0.54, -0.59], [-0.07, 0.58, 0.24], [-2.25, 0.11, 0.63], [6.71, 0.95, -4.30], [-6.61, -0.89, 3.25], [1.34, 0.77, -1.37], [-1.29, 0.47, -1.25], [-4.04, 0.79, 1.04], [4.18, -1.32, 1.50], [7.09, -0.42, 1.17], [-5.74, -0.33, 0.48], [1.03, -0.63, 1.62], [-0.40, -0.39, 0.96], [-2.04, 0.02, -1.17], [-0.05, 0.91, -1.91], [0.74, 2.18, 2.81], [5.57, -2.72, -1.60], [-2.73, 3.56, -0.61], [2.32, -1.36, -0.59], [3.19, -2.39, -0.06], [-4.72, 0.54, -4.01], [-0.11, 1.40, -1.47], [-2.60, 4.51, 9.45], [-0.21, 1.38, 0.70], [0.29, 1.47, 0.20], [-0.78, 0.30, 0.03], [3.60, -0.58, 2.71]],
  "energy_ha": -2692.049261,
  "gap_ha": 0.201,
  "lumo_energy_ev": -4.633,
  "max_force_ev_per_a": 18.8,
  "total_charge": 1,
  "relative_energy_ev": 3.102
}